# 1
123
Properties=species:S:1:pos:R:3:lowdin_charge:R:1 method="wB97M-V/def2-TZVPD" gap_ev=5.35 total_energy_ha=-4523.18387 charge=-1
S -5.2733 -2.1477 -1.2127 0.94
S 3.8222 -1.7759 -1.3390 0.86
S -2.3890 3.8473 0.0898 0.96
Mg -3.3897 0.7578 -0.8812 0.68
F 3.0549 3.1453 -0.1008 0.10
F -0.3538 -2.1843 1.4059 0.06
F -2.2980 -2.4625 2.2230 0.12
F 3.1286 0.9299 0.0040 0.08
F -2.0269 -2.5284 0.0844 0.14
F 2.2503 2.1218 1.6096 0.10
O 2.8038 3.0911 -4.6720 0.05
O -4.4595 -0.8323 -1.3762 -0.58
O -2.8386 0.6661 -2.7292 -0.12
O -3.2091 0.2118 1.0178 -0.24
O 4.4658 -1.7922 -2.7315 -0.59
O -0.8633 -6.7633 5.1755 0.04
O -1.5003 0.2090 -0.2996 -0.17
O 4.7660 3.4960 2.0718 -0.14
O -3.0254 -0.3753 -4.5876 0.02
O -1.8249 1.2901 -4.4884 0.05
O -2.6144 2.5624 -0.6827 -0.56
O 0.8906 -0.5257 -7.2579 0.03
O -4.2664 -1.1570 5.1530 0.09
O 5.3110 1.2063 2.0686 -0.28
N -2.5246 0.5213 -3.9422 -0.61
N -4.7846 -5.0759 0.7482 0.14
N 2.2472 -3.7917 2.4255 0.14
N 6.1583 3.8032 -3.0631 0.10
C 5.9450 4.8596 3.7588 -0.08
C 4.7245 2.2485 1.3238 -0.44
C 0.1236 0.8845 -1.7857 -0.06
C -3.3716 -0.6285 5.7173 -0.56
C -1.8870 -0.2615 1.0019 -0.35
C -5.0067 -4.1842 1.4816 -0.31
C -3.3221 -0.5734 7.1669 -0.04
C 0.5042 3.7747 -4.3893 -0.01
C -4.4054 -3.3278 -2.3244 -0.19
C -2.1624 5.2334 -1.0921 -0.23
C -1.6893 -1.8430 1.1941 -0.44
C 2.0641 -2.3247 -1.6855 -0.23
C 1.9677 3.9405 -4.8620 -0.43
C 1.9827 -2.6875 2.7308 -0.29
C 5.4492 2.9021 -2.8159 -0.25
C 1.2318 -2.0251 -5.4243 -0.03
C -0.6172 3.7446 0.7477 -0.18
C -2.1057 -0.1219 5.0556 0.00
C -6.9025 -1.8310 -2.0742 -0.21
C -2.3970 -5.4240 6.4129 -0.03
C 1.8013 -1.3314 3.1360 -0.06
C 4.3786 -3.3894 -0.5960 -0.23
C 3.2531 2.0748 0.7000 -0.54
C 1.5046 0.4936 -5.0979 -0.01
C 1.1169 -0.6664 -6.0498 -0.44
C -1.9487 -5.0753 3.8934 -0.02
C -5.2562 -3.0510 2.3087 -0.08
C -0.0765 0.3975 -0.3656 -0.21
C 4.5591 1.7408 -2.4767 -0.08
C 6.0228 4.0763 2.4386 -0.28
C 2.3738 5.2658 -5.5440 -0.02
C -1.6721 -5.8251 5.1690 -0.48
H 1.1980 0.9731 -1.9464 0.07
H 4.4182 1.1012 -3.3480 0.07
H -5.1413 -2.0844 1.8183 0.07
H -2.9604 -4.6796 3.9833 0.06
H 0.4526 -0.5514 -0.2771 0.10
H 1.9323 -2.9993 -2.5315 0.05
H 2.4382 6.0208 -4.7604 0.08
H 1.4630 -1.4404 -1.8969 0.00
H -3.5994 0.4301 7.4898 0.10
H 6.3296 4.7248 1.6179 0.10
H 4.9485 1.1392 -1.6554 0.06
H -7.4869 -1.0803 -1.5421 0.05
H 1.6620 -2.8450 -0.8163 0.04
H 0.8394 -1.9460 -4.4105 0.06
H 2.2986 1.0759 -5.5655 0.08
H -4.1480 -2.8145 -3.2509 0.06
H -2.4223 -4.3362 6.4782 0.08
H 0.5968 -2.7649 -5.9118 0.08
H -4.0745 -1.2738 7.5293 0.09
H -6.7233 -1.4618 -3.0840 0.06
H 3.5649 2.1233 -2.2456 0.05
H -1.8037 -5.8366 7.2289 0.08
H 1.7151 5.6386 -6.3282 0.07
H 5.3336 2.4004 0.4327 0.11
H -1.3978 4.9314 -1.8078 0.04
H 6.7960 5.5372 3.8268 0.06
H -1.3558 0.3369 1.7420 0.14
H 0.6476 1.1668 -5.1202 0.05
H -1.9053 6.1750 -0.6071 0.06
H -1.9323 -5.7321 3.0237 0.09
H 3.6467 -3.7504 0.1266 0.01
H -2.3462 -0.8929 7.5325 0.09
H 6.8388 3.3543 2.4074 0.11
H -2.2663 0.0558 3.9923 0.07
H 1.5706 -1.4242 4.1973 0.09
H -3.0226 5.4512 -1.7252 0.05
H 5.3648 -3.2505 -0.1530 0.05
H 0.4967 3.2355 -3.4420 0.06
H 4.9803 5.3651 3.8022 0.07
H -7.3954 -2.8024 -2.0351 0.05
H -1.9359 0.7744 5.6522 0.09
H -0.2899 0.1757 -2.5032 0.08
H 0.9585 -0.8524 2.6377 0.06
H -1.3160 -0.8619 5.1857 0.09
H 6.0370 4.1599 4.5896 0.07
H 2.2657 -2.3660 -5.4777 0.10
H 0.0498 3.4191 -0.0506 0.05
H 1.7587 0.1308 -4.1019 0.06
H 0.0560 4.7637 -4.2940 0.07
H 0.4176 1.0230 0.3779 0.10
H -3.5480 -3.5624 -1.6935 0.04
H -0.1255 3.1690 -5.0410 0.07
H -0.2562 4.6465 1.2420 0.07
H -3.3728 -5.9075 6.3680 0.09
H 2.7282 -0.7927 2.9393 0.10
H -4.4645 -3.0195 3.0572 0.05
H -6.2502 -3.1419 2.7468 0.09
H -0.6045 2.9691 1.5136 0.05
H -1.3000 -4.2087 3.7658 0.08
H -0.3943 1.8232 -1.9821 0.06
H 3.3116 5.0965 -6.0732 0.08
H 4.3916 -4.0933 -1.4281 0.05
H -5.1069 -4.1265 -2.5655 0.06

# 2
137
Properties=species:S:1:pos:R:3:lowdin_charge:R:1 method="wB97M-V/def2-TZVPD" gap_ev=9.59 total_energy_ha=-6635.66709 smiles="CCOP(=O)(CCN[C@](CC(=O)Cl)([C@@](OC[C@H](C)CC(C)C)(O[C@H]([PH2]=N)C(F)(F)F)C(F)(F)C(F)F)S(=O)(=O)C(F)(F)C(F)(F)F)OCC.COP(=O)(OC)OC.COP(=O)(OC)OC.COP(=O)(OC)OC"
Cl -2.2507 4.0388 -0.6695 0.72
S 0.3970 -0.0087 -1.1746 0.83
P 5.3976 -3.1638 -2.7623 0.42
P -0.6786 -3.4450 1.2722 0.80
P -1.6746 2.0461 4.0909 0.48
P 3.6314 -9.5703 -1.1839 0.42
P 0.9093 8.2256 5.3925 0.42
F -5.1461 -3.2188 -0.1855 0.11
F -4.3462 -0.3169 -0.5213 0.12
F -0.1778 0.6200 -3.7643 0.13
F 1.8572 0.4278 -3.1839 0.13
F 1.3741 2.9752 -1.6827 0.20
F -1.9779 -5.4181 -1.7361 0.16
F -0.3102 3.0757 -3.0670 0.15
F 1.6714 2.7785 -3.7871 0.18
F -3.9302 -3.4171 -1.9887 0.10
F -0.3092 -5.5546 -0.3881 0.09
F -0.1559 -4.2918 -2.1046 0.18
F -3.4653 -1.7811 0.7618 0.11
O 0.8964 -1.3288 -1.4232 -0.25
O 1.1992 6.8729 4.5427 -0.23
O -0.2925 8.8269 4.8051 -0.23
O -0.9690 2.1352 5.5165 -0.21
O 1.2568 0.6332 -0.2178 -0.25
O 2.8668 -8.1620 -1.4115 -0.26
O 5.0697 -2.7405 -1.2454 -0.21
O 2.5126 -10.4883 -1.9275 -0.22
O -3.0681 1.5761 4.2458 -0.26
O -1.5856 3.4327 3.3345 -0.18
O 6.2738 -4.3405 -2.6988 -0.24
O 1.0038 8.5897 6.9343 -0.23
O 2.2803 8.9774 4.9887 -0.26
O 4.5263 -3.2108 -4.0914 -0.22
O -2.2096 -0.7438 -2.5100 -0.03
O -0.5515 2.6517 0.6535 0.09
O 3.6554 -10.0023 0.2176 -0.24
O -1.4759 -2.4110 -1.2804 -0.02
O 5.0509 -9.0397 -1.6276 -0.22
O 6.1805 -1.8036 -3.1640 -0.26
N 0.8652 -3.2243 1.2709 -0.26
N -1.1550 -0.2958 0.8964 -0.01
C 0.8462 2.4820 -2.7778 -0.57
C -2.8653 2.8067 -6.1844 -0.07
C -2.8702 5.1518 4.5347 -0.05
C 7.2160 -1.2972 -2.3321 -0.10
C -1.8394 0.3636 1.9903 -0.23
C -1.7570 1.7488 6.6638 -0.25
C -4.1344 1.1880 -4.7945 -0.17
C 1.4917 -8.0315 -1.0711 -0.10
C -1.5614 -3.4878 -0.3766 -0.30
C -3.2750 -0.7678 -3.4497 -0.11
C -0.8673 1.8288 7.9056 -0.06
C 5.1941 -2.9778 -5.3365 -0.09
C 2.6894 9.0632 3.6272 -0.09
C -1.4932 4.6390 4.1253 -0.25
C 5.4948 -7.7694 -1.1091 -0.07
C -1.9725 1.3334 -0.8294 -0.12
C -1.3917 2.5536 -0.1513 -0.78
C -3.1061 2.3182 -4.7418 -0.43
C 1.3348 9.9413 7.2864 -0.08
C 3.7509 -2.2039 -0.9360 -0.08
C -5.7547 -0.0676 -3.3673 -0.05
C -2.2034 -1.2111 -1.1885 -0.32
C 0.6815 0.9232 -2.7805 -0.43
C -4.2888 0.4132 -3.4711 -0.30
C -3.5918 -1.4515 -0.5471 -0.32
C -1.3782 -0.0434 -0.4760 -0.30
C -4.5395 -2.5308 -1.1760 -0.28
C 1.7156 5.7044 5.2176 -0.09
C 2.7338 -10.8930 -3.2945 -0.09
C -1.0007 -4.7090 -1.1747 -0.62
C -0.8181 0.8630 3.0440 -0.17
C -3.5707 3.5054 -3.9046 -0.08
H -2.5621 -3.8442 -0.1178 0.12
H 2.3924 10.1357 7.1349 0.09
H -2.1161 0.7296 6.5670 0.11
H -3.0340 1.4004 -0.5991 0.12
H -1.0764 5.3935 3.4620 0.12
H 5.3323 -7.7261 -0.0337 0.09
H -2.7844 -0.7060 -4.4191 0.13
H -3.5543 4.3416 4.7713 0.07
H -4.1271 1.1200 -2.6601 0.11
H -1.9299 1.5491 -1.8962 0.10
H -2.7547 5.8682 5.3458 0.08
H -2.4550 -0.3443 2.5451 0.10
H 6.5565 -7.7079 -1.3281 0.09
H 4.9935 -6.9484 -1.6076 0.08
H 1.8810 -11.4921 -3.6006 0.09
H -2.6083 2.4135 6.7699 0.11
H -1.4260 -2.5177 2.0090 0.00
H 3.6374 -11.4968 -3.3790 0.09
H 1.3067 -6.9838 -0.8710 0.06
H -3.8218 2.8829 -6.7001 0.08
H -6.4256 0.4562 -4.0402 0.07
H -0.2703 -0.7231 1.1327 0.09
H -1.4235 2.2326 8.7469 0.07
H -2.5018 1.1827 1.7285 0.11
H -2.2032 2.1129 -6.7003 0.08
H 6.1075 -3.5675 -5.3945 0.09
H 0.8664 -8.3470 -1.9071 0.09
H -2.1517 1.8912 -4.4217 0.11
H 1.0120 5.3772 5.9831 0.08
H 3.3272 9.9403 3.5419 0.09
H 1.8307 4.9179 4.4772 0.09
H 0.0393 2.3929 7.7080 0.07
H 1.8353 9.1831 2.9607 0.09
H -2.7186 4.1048 -3.5925 0.05
H 2.6853 5.9143 5.6735 0.09
H -5.0816 1.6497 -5.0824 0.11
H 7.8719 -0.7025 -2.9655 0.09
H -5.8651 -1.1366 -3.5545 0.07
H 0.0680 1.2752 2.5669 0.09
H 4.5027 -3.2944 -6.1141 0.09
H 1.3359 -4.0281 1.6661 -0.02
H -0.4991 0.0130 3.6478 0.10
H 2.8113 -10.0224 -3.9497 0.09
H 2.9745 -2.9323 -1.1579 0.08
H -0.8059 4.5565 4.9607 0.08
H -2.3769 3.7798 -6.1770 0.08
H -5.3315 -2.0340 -1.7287 0.14
H 0.7316 10.6412 6.7109 0.09
H -4.1982 3.2274 -3.0588 0.06
H 1.2447 -8.6088 -0.1789 0.09
H 1.1058 10.0413 8.3444 0.09
H -1.0347 -4.6848 1.8289 0.03
H -3.8942 0.5060 -5.6143 0.12
H 3.5697 -1.2896 -1.5018 0.08
H 3.7234 -1.9777 0.1248 0.09
H 6.8000 -0.6563 -1.5550 0.08
H 7.7972 -2.1027 -1.8825 0.09
H 3.2639 8.1812 3.3466 0.08
H -0.5653 0.8220 8.1897 0.07
H -3.2690 5.7183 3.6956 0.08
H -6.1432 0.0933 -2.3604 0.07
H 5.4142 -1.9223 -5.4698 0.08
H -4.1833 4.1536 -4.5345 0.08
H -3.8405 -1.6936 -3.5357 0.12